Computed, not measured: an isolated molecule of C4H7NO, with ωB97M-V/def2-TZVPD.

Values from the calculation:
Relative energy (zero: lowest compared OMol25 entry of this formula, charge and spin), kcal/mol: 69.8
SMILES string: C/C=N/CC=O
E_tot, eV: -7796.618
LUMO, eV: 0.819
Molar mass, Da: 85.1
HOMO energy, eV: -9.0

Positions of all 13 atoms, in Å:
O (3.10066, -0.07582, -0.30794)
N (0.05771, 0.47881, 0.50146)
C (0.86018, 0.51682, -0.70724)
C (2.24039, 0.76803, -0.23840)
C (-0.54882, -0.63543, 0.52472)
C (-2.02402, -0.55552, 0.61521)
H (-2.26047, 0.51043, 0.54615)
H (2.35227, 1.72070, 0.31173)
H (-2.48647, -1.03329, 1.46723)
H (0.33101, 1.30497, -1.26145)
H (0.81486, -0.40470, -1.30540)
H (-2.36319, -1.02662, -0.32025)
H (-0.07412, -1.56837, 0.17418)

Atomic partial charges in e from the Löwdin method, atoms 1 to 4: number 1, O, carries 0.05; number 2, N, carries 0.01; number 3, C, carries -0.23; number 4, C, carries -0.27

Computed, not measured: an isolated molecule of C20H25N3O5S, with ωB97M-V/def2-TZVPD.

Values from the calculation:
Relative energy (zero: lowest compared OMol25 entry of this formula, charge and spin), kcal/mol: 2.2
SMILES string: CCOC(=O)c1cccc(NS(=O)(=O)c2c(C)[nH]c(C)c2C(=O)N2CCCC2)c1
E_tot, eV: -46689.979
LUMO, eV: 0.483
Molar mass, Da: 419.5
HOMO energy, eV: -8.3

Positions of all 54 atoms, in Å:
S (-0.17229, 0.52661, -0.62701)
O (0.03370, 1.27619, 0.58435)
O (4.59981, -1.15254, -1.35558)
O (0.74173, 0.75755, -1.70679)
O (-2.44397, -0.75770, 1.45308)
O (5.56044, -2.64160, 0.01170)
N (-0.26027, -1.11457, -0.28622)
N (-2.78927, 1.36228, 2.11402)
N (-3.65947, 1.38197, -2.22861)
C (4.57105, -2.06926, -0.38389)
C (-2.89969, 0.83207, -0.22982)
C (3.03326, -3.26245, 1.13505)
C (-2.32047, 1.18059, -2.38783)
C (-2.38961, 1.06671, 3.48399)
C (0.85211, -1.80267, 0.19878)
C (-1.62404, 1.33501, -3.68737)
C (2.11722, -1.57172, -0.32898)
C (-4.03058, 1.17495, -0.92523)
C (-5.43951, 1.32009, -0.47498)
C (1.77249, -3.49071, 1.65336)
C (5.68258, 0.14515, -3.03596)
C (-1.88725, 3.33827, 2.95140)
C (-2.21770, 2.43522, 4.13821)
C (0.68786, -2.76406, 1.19674)
C (-2.80554, 2.78890, 1.86353)
C (-1.82384, 0.82612, -1.15862)
C (3.20436, -2.29827, 0.14415)
C (5.87732, -0.85654, -1.91320)
C (-2.69506, 0.41374, 1.17933)
H (5.05003, -0.28059, -3.81005)
H (-2.44610, 3.00694, 0.85812)
H (-1.09280, -1.27927, 0.28416)
H (6.52345, -0.45241, -1.12483)
H (-0.55823, 1.20342, -3.52369)
H (1.63097, -4.23289, 2.42506)
H (-1.80490, 2.32279, -4.11024)
H (-3.15129, 2.75455, 4.60452)
H (2.24969, -0.82431, -1.09262)
H (-1.96996, 0.58836, -4.40214)
H (-1.45180, 0.50344, 3.45903)
H (3.89463, -3.81191, 1.48156)
H (-0.85195, 3.18916, 2.64474)
H (-2.05887, 4.39298, 3.15498)
H (6.33145, -1.78597, -2.27693)
H (-1.43544, 2.42987, 4.89329)
H (-3.82693, 3.17429, 1.97614)
H (-5.77405, 2.35356, -0.57173)
H (5.20139, 1.04092, -2.65322)
H (6.64523, 0.40905, -3.46473)
H (-0.29767, -2.92679, 1.60857)
H (-5.52042, 1.02255, 0.56607)
H (-3.14752, 0.44775, 3.97083)
H (-6.10211, 0.69143, -1.06908)
H (-4.29326, 1.63825, -2.96901)

Atomic partial charges in e from the Löwdin method, atoms 1 to 4: number 1, S, carries 0.70; number 2, O, carries -0.27; number 3, O, carries -0.01; number 4, O, carries -0.29